Record 1
Molecular formula: C21H63O28P7
Method: DFT, the ωB97M-V functional and the def2-TZVPD basis

Output
Max |F|   5.73 eV/Å
ΔE to the lowest compared entry with this formula, charge and spin   690.34 kJ/mol
Multiplicity   1
Structure (SMILES)   COP(=O)(OC)OC.COP(=O)(OC)OC.COP(=O)(OC)OC.COP(=O)(OC)OC.COP(=O)(OC)OC.COP(=O)(OC)OC.COP(=O)(OC)OC
Total charge   0
Orbital gap   10.723 eV
Highest occupied orbital energy   -10.24 eV
Energy   -5334.53643 a.u.

```
119
Properties=species:S:1:pos:R:3:lowdin_charge:R:1
C -11.01 17.35 7.75 -0.143
O -10.55 17.46 6.48 -0.228
P -8.99 17.17 6.03 0.510
O -7.93 17.63 7.00 -0.244
O -9.01 15.59 5.64 -0.223
C -9.92 15.03 4.76 -0.145
O -8.80 17.73 4.55 -0.226
C -8.39 19.08 4.16 -0.054
H -11.15 16.27 7.83 0.089
H -11.83 18.02 8.01 0.097
H -10.26 17.70 8.46 0.081
H -10.67 14.60 5.42 0.094
H -9.52 14.48 3.90 0.097
H -10.48 15.75 4.17 0.079
H -8.53 19.78 4.99 0.087
H -9.08 19.50 3.43 0.078
H -7.45 19.15 3.61 0.090
C 0.68 19.49 11.49 -0.129
O 1.20 19.60 10.22 -0.234
P 1.90 18.35 9.47 0.496
O 3.33 18.07 9.94 -0.274
O 1.70 18.77 7.90 -0.216
C 2.79 19.10 7.09 -0.134
O 0.79 17.22 9.74 -0.239
C 1.15 15.80 9.44 -0.046
H 1.55 19.85 12.04 0.099
H 0.36 18.49 11.79 0.092
H -0.16 20.18 11.57 0.079
H 3.77 19.03 7.57 0.080
H 2.92 20.08 6.63 0.088
H 2.70 18.33 6.33 0.080
H 2.13 15.65 8.99 0.094
H 0.40 15.20 8.93 0.064
H 0.98 15.30 10.40 0.089
C -9.53 17.19 12.14 -0.132
O -8.86 16.02 12.42 -0.216
P -8.25 15.19 11.19 0.405
O -7.72 13.87 11.56 -0.232
O -7.09 16.11 10.60 -0.216
C -6.05 16.81 11.41 -0.035
O -9.46 15.24 10.11 -0.261
C -10.16 14.01 9.74 -0.063
H -9.81 17.71 13.06 0.094
H -10.33 16.94 11.45 0.088
H -8.74 17.85 11.77 0.079
H -5.60 16.14 12.15 0.091
H -6.46 17.64 11.99 0.074
H -5.21 17.24 10.87 0.066
H -11.24 14.17 9.77 0.084
H -9.94 13.41 10.62 0.073
H -9.83 13.57 8.79 0.092
C -5.34 21.66 13.53 -0.164
O -5.77 21.91 14.82 -0.218
P -6.47 23.37 15.11 0.539
O -5.93 24.62 14.40 -0.277
O -8.03 23.17 14.83 -0.212
C -8.73 22.17 15.67 -0.070
O -6.43 23.52 16.74 -0.227
C -6.04 24.57 17.46 -0.173
H -4.27 21.79 13.67 0.095
H -5.75 22.40 12.85 0.074
H -5.54 20.69 13.09 0.075
H -8.09 21.67 16.40 0.078
H -9.23 21.40 15.07 0.084
H -9.50 22.61 16.31 0.084
H -5.02 24.53 17.84 0.090
H -6.84 24.74 18.19 0.098
H -6.08 25.46 16.83 0.082
C -1.91 25.87 16.39 -0.097
O -1.00 25.80 15.25 -0.267
P -1.30 24.75 13.95 0.511
O -1.50 23.34 14.37 -0.249
O -2.65 25.44 13.40 -0.244
C -2.85 26.62 12.64 -0.081
O -0.07 25.21 12.95 -0.239
C 1.25 24.90 13.44 -0.106
H -1.27 25.80 17.27 0.081
H -2.77 25.21 16.47 0.077
H -2.30 26.88 16.44 0.079
H -2.93 26.14 11.66 0.080
H -1.95 27.24 12.65 0.086
H -3.73 27.24 12.79 0.095
H 1.73 25.83 13.75 0.091
H 1.88 24.82 12.55 0.080
H 1.31 23.97 14.00 0.096
C -2.66 17.68 8.97 -0.086
O -2.03 17.46 7.72 -0.198
P -2.32 16.16 6.81 0.473
O -2.16 14.86 7.54 -0.256
O -3.75 16.36 6.08 -0.221
C -4.10 15.32 5.07 -0.062
O -1.24 16.33 5.57 -0.243
C 0.11 16.09 5.87 -0.109
H -3.16 16.81 9.39 0.091
H -3.35 18.53 8.96 0.061
H -1.95 18.07 9.70 0.082
H -4.11 14.34 5.56 0.082
H -3.26 15.20 4.39 0.072
H -4.99 15.43 4.44 0.086
H 0.77 16.91 5.60 0.086
H 0.14 15.26 5.17 0.099
H 0.20 15.68 6.87 0.056
C -4.93 23.94 10.03 -0.141
O -5.26 22.73 9.44 -0.223
P -4.19 21.50 9.63 0.505
O -4.19 20.83 11.00 -0.256
O -4.71 20.57 8.40 -0.232
C -5.82 19.69 8.38 -0.108
O -2.91 22.18 9.01 -0.190
C -1.66 22.00 9.62 -0.098
H -4.24 24.45 9.35 0.086
H -4.42 23.73 10.98 0.082
H -5.79 24.59 10.13 0.098
H -5.80 18.96 7.57 0.079
H -6.80 20.17 8.42 0.093
H -5.76 19.09 9.28 0.066
H -1.74 21.20 10.36 0.066
H -1.31 22.90 10.12 0.091
H -0.87 21.87 8.88 0.097
```

***

Record 2
Molecular formula: C21H64O11
Method: DFT, the ωB97M-V functional and the def2-TZVPD basis

Output
Max |F|   3.39 eV/Å
ΔE to the lowest compared entry with this formula, charge and spin   90.01 kJ/mol
Multiplicity   2
Total charge   +1
Orbital gap (alpha / beta)   10.112 / 3.332 eV
Highest occupied orbital energy (alpha / beta)   -12.17 / -12.17 eV
<S²>   0.76
Energy   -1665.66546 a.u.

```
96
Properties=species:S:1:pos:R:3:mulliken_spin:R:1
C -11.68 13.84 24.50 0.000
O -12.95 14.48 24.25 0.004
H -10.87 14.47 24.12 0.000
H -11.62 13.64 25.57 0.000
H -11.58 12.87 24.03 0.000
H -13.09 15.17 24.90 0.000
C -18.57 14.81 25.97 0.000
C -18.85 16.15 25.28 0.000
O -19.83 16.83 25.98 0.000
H -19.49 14.36 26.35 0.000
H -17.92 14.88 26.84 0.000
H -18.21 14.00 25.32 0.000
H -19.16 16.08 24.24 0.000
H -17.91 16.71 25.22 0.000
H -20.71 16.47 25.89 0.000
C -10.88 17.38 23.18 0.095
C -11.63 17.58 21.93 0.063
O -12.31 18.83 21.97 0.633
H -10.48 16.38 23.34 -0.004
H -11.42 17.77 24.05 -0.001
H -9.99 17.99 23.08 0.013
H -12.41 16.83 21.86 0.083
H -11.08 17.46 21.00 0.014
H -12.83 18.96 22.77 -0.018
C -18.33 19.79 25.09 0.000
C -18.28 19.92 26.56 0.000
O -17.28 20.82 26.99 0.000
H -18.97 19.02 24.68 0.000
H -17.36 19.46 24.73 0.000
H -18.64 20.76 24.70 0.000
H -18.11 18.97 27.05 0.000
H -19.24 20.35 26.85 0.000
H -17.44 21.69 26.62 0.000
C -15.18 20.22 18.86 0.003
C -14.33 19.12 19.53 -0.001
O -14.29 18.00 18.68 0.002
H -14.81 20.54 17.89 0.000
H -15.27 21.14 19.45 0.000
H -16.16 19.82 18.61 0.000
H -14.77 18.89 20.50 0.001
H -13.29 19.39 19.73 0.000
H -13.55 17.43 18.88 -0.001
C -15.17 21.04 23.00 -0.002
C -14.36 20.52 24.21 -0.004
O -14.10 19.13 24.05 0.015
H -15.29 22.12 23.11 0.000
H -16.15 20.59 22.88 0.000
H -14.65 20.87 22.06 0.002
H -14.92 20.57 25.14 0.003
H -13.40 21.02 24.31 0.001
H -14.91 18.62 23.92 0.000
C -17.68 14.94 17.99 0.000
C -17.07 15.27 19.35 0.001
O -17.95 14.57 20.26 0.000
H -17.14 15.57 17.29 0.000
H -18.75 15.11 17.88 0.000
H -17.60 13.89 17.74 0.000
H -17.06 16.35 19.49 0.000
H -16.07 14.88 19.52 -0.001
H -17.89 13.63 20.13 0.000
C -19.30 20.05 21.01 0.000
C -18.11 19.11 20.80 0.000
O -18.21 18.08 21.77 0.000
H -20.25 19.54 20.87 0.000
H -19.23 20.85 20.27 0.000
H -19.24 20.54 21.99 0.000
H -17.19 19.68 20.97 0.000
H -18.19 18.71 19.80 0.000
H -18.85 17.45 21.44 0.000
C -16.29 15.26 23.11 -0.001
C -15.58 16.53 22.61 0.000
O -16.16 17.54 23.43 0.007
H -16.22 15.14 24.20 0.000
H -15.72 14.46 22.65 0.000
H -17.32 15.14 22.79 0.000
H -15.73 16.69 21.55 0.007
H -14.50 16.48 22.73 -0.013
H -17.02 17.74 23.06 0.000
C -15.38 17.33 26.78 0.000
C -13.85 17.20 26.82 0.001
O -13.37 16.95 25.52 0.000
H -15.73 18.23 26.27 0.000
H -15.79 17.33 27.78 0.000
H -15.85 16.51 26.24 0.000
H -13.55 16.48 27.57 0.000
H -13.47 18.20 27.07 0.000
H -13.73 17.66 24.98 -0.004
C -12.94 12.43 19.88 -0.002
C -13.37 13.12 21.19 0.004
O -12.54 14.23 21.45 0.083
H -13.30 12.96 19.00 0.001
H -13.17 11.36 19.89 0.000
H -11.85 12.41 19.89 0.000
H -13.11 12.49 22.03 0.014
H -14.43 13.37 21.17 0.003
H -12.83 14.70 22.24 -0.001
```